(1)
{"formula": "C2H3F3O", "method": "the ωB97M-V functional and the def2-TZVPD basis", "species": ["F", "F", "F", "O", "C", "C", "H", "H", "H"], "xyz": [[0.3936, -0.3441, 2.5670], [-1.0158, -1.2838, 0.4592], [1.1414, -1.2900, 0.0067], [0.2989, 0.4587, 1.4248], [-0.1538, 0.5359, -0.9597], [0.0828, -0.4900, 0.1477], [0.5725, 1.4046, -0.7335], [-0.1037, 0.0922, -1.8902], [-1.2158, 0.9166, -1.0222]], "atomic_forces_ev_per_a": [[0.0011, -0.3385, -0.0832], [1.7214, 1.0670, -0.6614], [-0.6813, 0.6198, 0.0448], [-0.2886, -1.5993, -2.8172], [-0.4818, 1.7990, 2.5157], [-1.3935, 1.1741, 2.8494], [-1.1428, -1.4344, -0.8698], [1.1473, -0.9807, -2.0039], [1.1183, -0.3068, 1.0255]], "homo_lumo_gap_ev": 12.4, "e_lumo_ev": 0.8274, "relative_energy_kj_mol": 391.99, "smiles": "CC(F)(F)OF", "total_charge": 0, "energy_ev": -12318.716}

***

(2)
{"formula": "CH3F2N4O", "method": "the ωB97M-V functional and the def2-TZVPD basis", "species": ["F", "F", "O", "N", "N", "N", "N", "C", "H", "H", "H"], "xyz": [[-1.3720, -2.2517, 0.2599], [-0.4404, -0.8927, -1.4547], [0.4945, 2.9455, -0.7549], [-0.0639, -1.2946, 0.1193], [-0.2792, 1.0022, 0.3808], [-0.5734, -0.1907, 0.7879], [1.0126, -1.7410, 0.3139], [0.1272, 1.9273, -0.2004], [1.2988, 3.4384, -0.4773], [-1.5402, -0.3296, 1.1069], [1.3361, -2.6131, -0.0814]], "atomic_forces_ev_per_a": [[1.3696, 0.8888, -0.0498], [0.3500, -0.2963, 0.9978], [0.3029, 1.6237, -1.2297], [-1.7110, -1.1898, -2.1666], [0.8985, 2.0080, -1.8276], [-0.7379, -0.1760, 1.8888], [0.3054, 0.8546, 1.0749], [-0.6982, -3.0082, 2.0344], [-0.1240, -0.3132, 0.2397], [0.4336, -0.1529, -0.3545], [-0.3890, -0.2386, -0.6073]], "homo_lumo_gap_ev": 10.6, "e_lumo_ev": -5.2773, "relative_energy_kj_mol": 222.04, "total_charge": 1, "energy_ev": -14511.520}

***

(3)
{"formula": "C5H8O2", "method": "the ωB97M-V functional and the def2-TZVPD basis", "species": ["O", "O", "C", "C", "C", "C", "C", "H", "H", "H", "H", "H", "H", "H", "H"], "xyz": [[-2.4410, 0.7620, -0.4458], [-1.4406, -1.5889, 0.2104], [0.4017, -0.0636, 0.0355], [-0.3710, -0.9971, 0.9154], [1.8752, -0.2249, 0.1135], [-0.0547, 0.9836, -0.6943], [-1.4113, 1.3015, -0.9025], [0.6944, 1.5989, -1.1862], [-2.1020, -0.9026, -0.0570], [2.1556, -1.1957, -0.2548], [-1.6454, 2.2092, -1.4872], [0.2488, -1.7867, 1.2599], [2.3369, -0.1345, 1.1282], [2.4339, 0.5261, -0.4546], [-0.6805, -0.4873, 1.8195]], "atomic_forces_ev_per_a": [[1.6837, 0.2613, -0.4996], [-0.4171, -0.3026, 0.1541], [0.8060, 1.2390, 0.6477], [-1.3364, 0.2861, -1.3571], [1.3438, 0.6363, 0.5497], [1.1161, -1.3480, 0.2817], [-3.5883, 0.7702, 0.4173], [-0.2897, -0.0259, -0.0676], [0.7477, -0.1815, 0.4374], [0.1584, -0.5819, -0.1669], [0.5253, -0.0440, -0.1779], [0.7018, -0.8333, 0.0792], [-0.8457, -0.2774, -0.3788], [-0.3136, -0.1278, -0.2025], [-0.2919, 0.5294, 0.2834]], "homo_lumo_gap_ev": 9.6, "e_lumo_ev": -0.2967, "relative_energy_kj_mol": 140.89, "smiles": "C/C(=C/C=O)CO", "total_charge": 0, "energy_ev": -9408.372}

***

(4)
{"formula": "C24H32ClN3O4Sm", "method": "the ωB97M-V functional and the def2-TZVPD basis", "species": ["Sm", "Cl", "O", "O", "O", "O", "N", "N", "N", "C", "C", "C", "C", "C", "C", "C", "C", "C", "C", "C", "C", "C", "C", "C", "C", "C", "C", "C", "C", "C", "C", "C", "C", "H", "H", "H", "H", "H", "H", "H", "H", "H", "H", "H", "H", "H", "H", "H", "H", "H", "H", "H", "H", "H", "H", "H", "H", "H", "H", "H", "H", "H", "H", "H", "H"], "xyz": [[-0.7228, 0.0186, 0.8865], [-0.9543, 0.0452, 3.2927], [-0.4913, -4.0505, -0.0189], [3.2689, -0.0247, 2.1445], [1.5702, -0.0972, -2.0132], [-0.4070, 4.0712, -0.0675], [-0.4888, 2.0680, 0.9131], [-0.5487, -2.0349, 0.9379], [1.9296, -0.0393, 0.2080], [-2.2167, 0.0332, -3.7244], [-1.6433, 0.0227, -1.0130], [-2.3565, -2.4446, -3.8429], [-2.3485, 2.5126, -3.8263], [0.4212, 2.8900, 1.7940], [-0.5391, -3.3456, 3.0155], [-0.9439, 2.8426, 0.0051], [-0.3999, 3.4081, 2.9693], [1.5784, -2.1784, 2.3206], [-2.1474, -1.1801, -3.0605], [2.3538, -0.0804, -1.0706], [3.1783, -0.0431, 0.9198], [-1.8940, 1.2295, -1.6732], [0.3193, -2.8682, 1.8502], [3.8613, -0.1165, -1.2631], [-0.9961, -2.8067, 0.0236], [-2.0574, -2.4792, -0.9402], [0.6311, -4.0310, 0.9090], [0.7418, 4.0298, 0.8285], [-1.8975, -1.1789, -1.6805], [-2.1434, 1.2421, -3.0525], [1.6675, 2.1706, 2.2527], [4.4138, -0.1020, 0.1464], [-2.0423, 2.5233, -0.9190], [0.6751, -4.9936, 1.4074], [-1.5373, -3.1516, -3.7126], [2.1377, -1.7710, 1.4853], [2.2003, -2.8988, 2.8520], [-2.2749, 0.0354, 1.0434], [0.8285, 4.9974, 1.3113], [-1.5299, 3.2186, -3.6883], [2.2093, 1.7467, 1.4145], [-2.1531, -3.3138, -1.6225], [0.2228, 4.0475, 3.5948], [5.0358, 0.7962, 0.3814], [-3.2766, -2.9585, -3.5608], [-2.9927, -2.4323, -0.3723], [-0.7680, 2.5827, 3.5666], [4.9671, -1.0288, 0.4300], [-2.1689, 3.3621, -1.5910], [-2.9535, 2.4626, -0.3154], [-2.3837, 0.0372, -4.7943], [-2.4266, -2.2239, -4.9049], [0.0530, -3.9928, 3.6624], [2.3112, 2.8754, 2.7792], [-3.2697, 3.0249, -3.5446], [-0.8955, -2.5023, 3.5946], [1.3381, -1.3718, 3.0047], [1.4111, 1.3710, 2.9395], [1.6221, 3.8240, 0.2202], [-1.2510, 3.9934, 2.6231], [-1.3990, -3.9124, 2.6602], [4.2425, 0.7750, -1.7926], [1.5343, -3.8599, 0.3241], [4.2127, -1.0449, -1.7595], [-2.4150, 2.2992, -4.8901]], "atomic_forces_ev_per_a": [[8.6989, -0.2546, 0.5565], [-0.5213, 0.0112, 3.5987], [0.2330, -0.1542, 0.0575], [0.0699, 0.0246, -0.1726], [0.2188, -0.0026, -0.5204], [0.2647, 0.1906, 0.0305], [1.0760, 6.8100, 0.5488], [1.1441, -6.8069, 0.8444], [4.1609, -0.0007, 0.9984], [-0.0184, 0.0135, -0.0456], [-3.3868, 0.0735, -3.0518], [-0.0457, -0.1253, -0.1753], [-0.0487, 0.1223, -0.1858], [-0.2610, 0.4747, -0.4993], [-0.0083, -0.0690, -0.0086], [0.4219, 0.1077, 0.5276], [-0.0051, 0.0667, -0.0144], [-0.2463, -0.2871, -0.0610], [0.0583, -0.1840, 0.3074], [-1.4242, -0.0937, -1.5049], [-2.3678, -0.0220, 2.5536], [0.1048, -0.7101, -1.3257], [-0.2432, -0.5370, -0.5186], [1.5122, -0.1580, -0.3800], [0.3822, -0.0747, 0.5420], [-0.2608, -0.2278, -0.1263], [-0.2581, -0.0788, -0.1092], [-0.2816, 0.0830, -0.1284], [0.0988, 0.7066, -1.3089], [0.0530, 0.1780, 0.2719], [-0.2766, 0.3208, -0.0536], [1.1366, 0.0284, -0.9923], [-0.2607, 0.2546, -0.1141], [-0.0017, -0.1300, 0.0099], [0.0784, -0.0449, 0.0341], [-0.3312, -0.4885, 0.2602], [0.0655, -0.1103, 0.0848], [-7.6853, 0.1966, 0.7040], [0.0030, 0.1272, 0.0113], [0.0805, 0.0476, 0.0383], [-0.3137, 0.5079, 0.2296], [0.0606, -0.1503, -0.0862], [0.0959, 0.0627, 0.0507], [-0.3790, -0.7949, -0.0883], [-0.0861, -0.0478, 0.0468], [-0.0190, 0.0687, 0.1315], [-0.0402, -0.1471, 0.0466], [-0.2932, 0.7761, -0.1473], [0.0570, 0.1529, -0.0918], [-0.0224, -0.0824, 0.1322], [-0.0043, -0.0011, -0.1216], [-0.0098, 0.0343, -0.1393], [0.0924, -0.0653, 0.0534], [0.0699, 0.0999, 0.0789], [-0.0830, 0.0457, 0.0504], [-0.0378, 0.1528, 0.0405], [0.0476, 0.1065, 0.0045], [0.0497, -0.0931, 0.0020], [0.0782, -0.0501, -0.0458], [-0.1000, 0.0628, -0.0707], [-0.0996, -0.0614, -0.0700], [-0.4997, -0.5500, -0.2648], [0.0821, 0.0421, -0.0475], [-0.5658, 0.6855, -0.2376], [-0.0083, -0.0318, -0.1393]], "homo_lumo_gap_ev": [6.1, 6.1], "e_lumo_ev": [2.7008, 2.6998], "total_charge": -1, "spin_multiplicity": 6, "energy_ev": -68491.888}

***

(5)
{"formula": "H33O16", "method": "the ωB97M-V functional and the def2-TZVPD basis", "species": ["O", "O", "O", "O", "O", "O", "O", "O", "O", "O", "O", "O", "O", "O", "O", "O", "H", "H", "H", "H", "H", "H", "H", "H", "H", "H", "H", "H", "H", "H", "H", "H", "H", "H", "H", "H", "H", "H", "H", "H", "H", "H", "H", "H", "H", "H", "H", "H", "H"], "xyz": [[-0.3845, 1.9967, 3.7491], [-0.0941, -4.6772, 1.0436], [3.7729, -0.9695, -3.9777], [0.7036, 3.0206, -0.0979], [-1.7192, -1.4597, 5.5354], [0.4260, 0.4089, -1.8704], [-2.7335, 2.7001, -1.0018], [-1.5480, -3.9040, -1.4305], [0.3379, 4.8781, -1.4287], [-0.4561, 2.7614, -2.4762], [-3.5666, -0.6790, -2.1472], [4.0387, 0.9819, -1.7176], [-1.2768, 1.9761, 1.0320], [3.4555, -3.7354, 0.2551], [0.4212, -1.2241, 3.0952], [-0.7762, -1.2106, 0.7929], [0.6073, 2.5346, -1.0031], [-3.2977, 2.2921, -0.3392], [4.6459, 1.7662, -1.6076], [3.7260, -3.0030, 0.8321], [-1.0061, -4.7468, -1.7192], [-0.2835, 4.2077, -1.9758], [0.7821, -1.7806, 3.8003], [3.8361, -1.7016, -4.4875], [0.5386, 4.1843, -0.3709], [-1.2301, 2.1092, 2.0791], [-1.2855, 2.6749, -1.9538], [-0.0343, 1.7672, -2.5177], [-4.2929, -0.8234, -2.7203], [-0.1708, 2.8840, 0.4867], [-1.4767, -1.4191, 4.6758], [-1.9351, -4.2062, -0.5988], [-0.4052, 1.1362, 4.2271], [0.8245, -4.8967, 0.8884], [4.3392, 0.4359, -2.3939], [0.4605, 2.3152, 4.0258], [0.1632, 0.1655, -0.8303], [-2.5386, -1.9462, 5.5585], [-0.3854, -0.9160, 1.6068], [0.1683, -3.9578, 1.8366], [-0.4398, 5.4397, -1.1854], [-3.0680, 2.2105, -1.8007], [3.1712, -0.8885, -3.2744], [1.2841, -1.2411, 2.3802], [0.1585, -0.3410, -2.3414], [2.8812, -3.3587, -0.3948], [-1.6719, -1.4913, 0.9490], [-3.2605, -1.4403, -1.8178], [-1.4050, 1.1706, 0.6312]], "atomic_forces_ev_per_a": [[-0.7409, -1.4170, 0.3633], [1.3024, 3.3209, 3.7923], [1.7230, 4.6642, 1.0314], [-0.8162, 0.3822, 0.8509], [-0.7042, 0.0855, 4.0740], [-0.1568, 0.6501, 5.1898], [-1.0331, -0.9970, -1.7955], [1.3552, -2.4985, -0.9518], [-3.5002, 0.9612, -0.1301], [0.1624, -2.4338, -0.4206], [-0.5397, 5.3297, -0.8885], [-0.3682, 2.7450, 2.5048], [0.4333, 4.7734, 4.3129], [0.4192, -0.1080, 1.0526], [4.2860, -0.1864, -2.5037], [0.2931, 0.6278, -1.8383], [-0.1615, 1.3741, 1.9275], [0.1791, 0.2095, 0.5840], [-0.9018, -1.5943, -0.5067], [-0.0210, -0.3261, -0.3894], [-1.6322, 2.6144, 0.8313], [2.6046, 0.3373, 0.4448], [-0.1736, 0.0494, 0.1490], [-0.4142, -3.7484, -1.7390], [0.6816, -1.6563, -1.6486], [0.0299, -1.6067, -2.7501], [0.5050, -0.4118, -0.2694], [-1.3176, 2.4373, 0.2191], [-0.9535, -0.5459, -0.7380], [1.3158, -1.2620, -1.3432], [1.1132, 0.1512, -4.3011], [0.2301, 0.0294, 0.0124], [-0.3964, 0.6652, -0.5627], [0.4691, -0.6977, -0.6545], [1.3751, -1.1455, -2.0456], [0.9446, 0.8121, 0.0643], [0.9014, 0.6633, -4.0194], [-0.3811, -0.2199, 0.1118], [-0.3961, -0.1020, 0.8587], [-1.7091, -2.6836, -3.0559], [1.1640, 0.5745, 0.0135], [0.2421, 0.7575, 0.7019], [-1.4478, -0.9056, 0.7924], [-3.4983, 0.1306, 3.0921], [-0.7462, -1.9925, -1.1949], [-0.4736, 0.4405, -0.6647], [-0.3668, -0.2067, 0.2678], [1.6009, -4.7390, 1.6322], [-0.4810, -3.3016, -0.4631]], "homo_lumo_gap_ev": 10.3, "e_lumo_ev": -3.1639, "relative_energy_kj_mol": 601.94, "total_charge": 1, "energy_ev": -33286.232}